Record 1
Molecular formula: C23H22N2O6S
Method: DFT, ωB97M-V with the def2-TZVPD basis set

The orbital gap comes out at 0.3028 Eh. The SMILES is COc1ccc(N(C)S(=O)(=O)c2cccc(C(=O)Nc3ccc4c(c3)OCCO4)c2)cc1.

```
! wB97M-V def2-TZVPD RIJCOSX def2/J DEFGRID3
* xyz 0 1
C -8.29 -1.04 -1.12
O -7.00 -1.17 -1.68
C -6.00 -0.38 -1.20
C -4.76 -0.54 -1.80
C -3.67 0.20 -1.38
C -3.80 1.14 -0.36
N -2.73 1.91 0.11
C -1.61 2.17 -0.78
S -2.25 1.59 1.69
O -1.18 2.49 2.00
O -3.41 1.58 2.53
C -1.60 -0.07 1.53
C -2.47 -1.14 1.44
C -1.96 -2.40 1.20
C -0.59 -2.57 1.03
C 0.28 -1.49 1.11
C 1.75 -1.79 0.94
O 2.18 -2.91 1.10
N 2.50 -0.71 0.58
C 3.87 -0.64 0.35
C 4.73 -1.73 0.49
C 6.08 -1.58 0.23
C 6.60 -0.36 -0.16
C 5.75 0.75 -0.27
C 4.39 0.60 -0.02
O 6.21 1.99 -0.61
C 7.61 2.11 -0.51
C 8.29 0.90 -1.14
O 7.94 -0.27 -0.44
C -0.23 -0.22 1.37
C -5.05 1.32 0.22
C -6.14 0.56 -0.18
H -8.69 -0.03 -1.27
H -8.91 -1.75 -1.64
H -8.29 -1.27 -0.05
H -4.66 -1.27 -2.59
H -2.72 0.04 -1.86
H -1.99 2.57 -1.72
H -0.99 2.91 -0.28
H -1.01 1.27 -0.98
H -3.52 -0.96 1.58
H -2.62 -3.25 1.13
H -0.17 -3.55 0.85
H 2.01 0.17 0.45
H 4.33 -2.68 0.80
H 6.75 -2.42 0.32
H 3.76 1.47 -0.12
H 7.88 3.04 -1.02
H 7.91 2.18 0.55
H 9.38 0.98 -1.09
H 7.98 0.82 -2.19
H 0.38 0.66 1.50
H -5.16 2.04 1.01
H -7.09 0.73 0.30
*
```

Record 2
Molecular formula: C23H22N6O5S
Method: DFT, ωB97M-V with the def2-TZVPD basis set

The orbital gap comes out at 0.3029 Eh. The SMILES is COc1cc(NS(=O)(=O)c2ccc(/N=C/c3c(C)[nH]n(-c4ccccc4)c3=O)cc2)nc(OC)n1.

```
! wB97M-V def2-TZVPD RIJCOSX def2/J DEFGRID3
* xyz 0 1
C -2.26 3.78 1.56
O -3.40 2.96 1.39
C -3.40 2.18 0.30
C -4.47 1.31 0.11
C -4.38 0.49 -1.01
N -5.28 -0.54 -1.20
S -5.24 -1.70 0.07
O -6.02 -1.20 1.16
O -5.63 -2.93 -0.54
C -3.51 -1.64 0.47
C -3.11 -0.94 1.60
C -1.78 -0.59 1.74
C -0.85 -0.93 0.75
N 0.41 -0.39 0.84
C 1.48 -1.02 0.53
C 2.76 -0.38 0.52
C 3.08 0.92 0.82
C 2.22 2.04 1.25
N 4.41 1.08 0.63
N 4.99 -0.12 0.29
C 6.35 -0.22 -0.01
C 6.98 -1.47 0.04
C 8.32 -1.57 -0.26
C 9.06 -0.44 -0.58
C 8.43 0.80 -0.63
C 7.09 0.91 -0.35
C 3.98 -1.09 0.18
O 4.16 -2.25 -0.14
C -1.27 -1.69 -0.35
C -2.60 -2.03 -0.49
N -3.38 0.59 -1.89
C -2.42 1.45 -1.60
O -1.41 1.48 -2.46
C -0.30 2.27 -2.09
N -2.37 2.24 -0.53
H -2.42 4.31 2.50
H -2.16 4.49 0.74
H -1.35 3.18 1.61
H -5.28 1.22 0.80
H -5.14 -1.00 -2.09
H -3.85 -0.65 2.32
H -1.45 -0.03 2.60
H 1.50 -2.09 0.30
H 2.60 2.49 2.17
H 1.22 1.65 1.42
H 2.18 2.81 0.49
H 4.98 1.84 0.98
H 6.40 -2.34 0.28
H 8.80 -2.53 -0.22
H 10.11 -0.52 -0.80
H 9.00 1.68 -0.90
H 6.61 1.88 -0.43
H -0.55 -1.95 -1.11
H -2.94 -2.58 -1.35
H 0.42 2.18 -2.90
H 0.14 1.90 -1.15
H -0.59 3.32 -1.96
*
```

Record 3
Molecular formula: C23H22N6O5Sr
Method: DFT, ωB97M-V with the def2-TZVPD basis set

The orbital gap comes out at 0.2949 Eh.

```
! wB97M-V def2-TZVPD RIJCOSX def2/J DEFGRID3
* xyz 0 1
Sr 0.32 0.97 -1.52
O -0.27 -0.25 0.54
C -0.76 0.56 1.63
C -0.75 2.07 1.15
O -1.58 2.81 1.62
O 0.21 2.35 0.33
C -2.18 0.13 1.99
C -2.94 -0.59 1.08
C -4.25 -0.95 1.40
C -4.80 -0.58 2.61
C -4.04 0.16 3.51
C -2.74 0.52 3.20
C 0.22 0.39 2.79
C 0.20 -0.81 3.50
C 1.14 -1.06 4.48
C 2.11 -0.10 4.78
C 2.11 1.10 4.10
C 1.18 1.35 3.10
H 0.26 -1.00 0.86
H -2.52 -0.86 0.12
H -4.83 -1.51 0.68
H -5.82 -0.85 2.85
H -4.47 0.47 4.45
H -2.16 1.12 3.89
H -0.57 -1.54 3.28
H 1.11 -2.00 5.03
H 2.84 -0.29 5.56
H 2.85 1.86 4.34
H 1.19 2.29 2.57
O 2.47 1.52 -2.95
C 2.41 0.84 -4.21
C 2.18 -0.65 -4.00
C 2.81 -1.59 -4.80
C 2.52 -2.93 -4.63
C 1.60 -3.30 -3.66
C 1.02 -2.31 -2.89
N 1.31 -1.01 -3.05
H 2.36 2.46 -3.12
H 3.34 0.97 -4.76
H 1.59 1.24 -4.81
H 3.52 -1.26 -5.55
H 2.99 -3.68 -5.25
H 1.33 -4.34 -3.50
H 0.29 -2.55 -2.13
N 2.05 -1.80 0.70
N 2.61 -0.56 0.25
H 2.51 -2.14 1.54
H 2.18 -2.48 -0.04
H 3.62 -0.61 0.25
H 2.33 0.16 0.91
O -1.99 0.56 -2.17
N -3.01 1.32 -2.20
C -2.78 2.58 -2.54
C -3.87 3.51 -2.61
N -4.73 4.26 -2.69
C -1.43 2.96 -2.88
N -0.31 3.08 -3.14
*
```